Record 1
76
Properties=species:S:1:pos:R:3:forces:R:3:mulliken_charge:R:1 method="wB97M-V/def2-TZVPD" homo_ev=-11.184 fmax_ev_per_a=2.868 charge=+1 orbital_gap_ev=8.24
C 4.2308 -2.4590 -1.6171 0.1184 -0.1188 0.0398 -0.7757
O 3.6278 -1.8292 -0.5082 0.0442 -0.0486 0.0038 -0.3788
C 3.4574 -0.4472 -0.6602 -0.5539 0.0853 -0.0970 -0.8068
C 2.6844 0.0030 -1.9094 0.2826 0.3605 -0.0455 -0.0164
C 1.8770 1.2778 -1.6331 -0.3113 -0.4214 0.5551 -1.3271
C 0.3767 1.0682 -1.2928 0.6812 0.4261 -0.4852 1.6115
C -0.4925 1.3907 -2.5030 0.0401 -0.5345 0.0332 -1.2131
C -0.4597 0.3273 -3.5951 -0.4094 -0.1069 0.3761 -1.1631
C -1.0868 -1.0185 -3.1530 0.4937 -0.0270 -0.9076 1.1672
C -2.1743 -1.4080 -4.1521 -0.6330 -0.1644 0.5911 -1.2142
C -3.0742 -2.6230 -3.8253 0.5756 0.1921 -0.3757 -1.0498
C -2.4306 -3.8145 -3.1015 -0.5037 0.2897 0.2226 -0.7654
C -3.0587 -4.0411 -1.7119 0.0054 -0.5711 -0.3161 -0.7295
C -2.0563 -4.5047 -0.6620 0.1900 0.0965 -0.0355 -1.1474
C -1.3131 -3.3855 -0.0310 0.0273 0.2263 0.0125 0.0768
C -1.7028 -2.3028 0.6574 -0.0022 -0.4496 -0.1879 1.5565
C -3.0701 -1.8730 1.0528 -0.0917 0.9629 0.0052 -1.0536
C -3.2874 -0.3464 0.8323 0.2148 -0.3568 0.4314 -0.3366
C -3.1007 0.4657 2.1132 0.0902 0.0430 -0.3417 -0.9678
I -2.1067 2.3281 1.6587 -0.1912 0.0763 0.2262 -0.0089
C -0.4746 -1.5605 1.0402 0.2790 1.5185 1.7456 0.2736
O -0.3539 -0.6577 1.8760 -0.1104 -1.9128 -2.1336 -0.6311
O 0.5878 -2.1054 0.3768 0.2626 -0.2088 0.5128 -0.2123
C 0.1680 -3.3510 -0.1219 1.5199 -1.0557 -0.4883 -0.0766
O 0.9438 -4.2068 -0.4858 -1.4959 1.8847 0.5275 -0.5636
H 4.8631 -3.2589 -1.2517 0.0980 -0.1659 0.1226 0.2989
H 3.4906 -2.8986 -2.2803 -0.2199 -0.0034 -0.1503 0.2249
H 4.8505 -1.7751 -2.1923 0.1477 0.1781 -0.0736 0.3618
H 4.4187 0.0734 -0.6380 0.2393 0.0303 -0.0083 0.4056
H 2.8999 -0.1204 0.2128 -0.1159 -0.0797 0.2912 0.2681
H 3.4084 0.2313 -2.6865 0.0650 -0.1348 -0.2763 0.5344
H 2.0511 -0.7919 -2.2890 -0.1908 -0.2301 0.0638 0.1434
H 1.9586 1.9723 -2.4599 0.0227 0.1787 -0.2019 0.4240
H 2.3341 1.7566 -0.7693 0.2345 0.2859 0.0467 0.3606
H 0.2377 0.0510 -0.9382 -0.1520 -0.1660 0.0559 -0.8749
H 0.1080 1.7405 -0.4829 -0.0946 0.0112 0.1691 -0.1763
H -0.1451 2.3344 -2.9138 -0.1184 0.2754 -0.0527 0.4754
H -1.5354 1.5092 -2.2131 -0.1941 0.1541 0.1525 0.3537
H 0.5454 0.1817 -3.9773 0.2403 -0.0257 -0.0157 0.3432
H -1.0564 0.6981 -4.4229 0.0283 0.1347 -0.2581 0.6185
H -1.4519 -0.9813 -2.1294 -0.2384 0.0895 0.1899 -0.4768
H -0.3102 -1.7795 -3.1866 0.1344 -0.1986 0.2655 0.1384
H -1.7421 -1.5292 -5.1397 0.2794 -0.0151 -0.1378 0.4354
H -2.8506 -0.5573 -4.2187 -0.0767 0.1906 -0.2262 0.3581
H -3.4692 -2.9734 -4.7729 -0.2169 0.0047 -0.1676 0.3413
H -3.9301 -2.2632 -3.2638 -0.1771 -0.0225 0.2140 0.4761
H -1.3532 -3.7166 -3.0240 0.2328 0.1713 0.0373 0.4708
H -2.6088 -4.7022 -3.6959 0.1334 -0.2773 -0.0715 0.4681
H -3.6028 -3.1596 -1.4030 -0.0174 0.2763 0.1627 0.3336
H -3.7996 -4.8290 -1.8096 -0.2582 -0.0466 0.0100 0.4689
H -2.5030 -5.1283 0.1067 -0.2272 -0.0240 0.1498 0.4136
H -1.3159 -5.1161 -1.1665 0.1210 -0.3135 0.0440 0.4575
H -3.2474 -2.1058 2.0989 -0.0528 -0.1598 0.2256 0.5415
H -3.8207 -2.3865 0.4731 -0.0543 -0.4287 -0.0774 0.3062
H -4.2884 -0.1726 0.4587 -0.1702 0.0440 -0.1831 0.5174
H -2.5884 -0.0052 0.0807 0.0877 0.0628 -0.3190 -0.0492
H -2.4675 -0.0358 2.8261 0.2178 0.0078 0.1156 0.4103
H -4.0455 0.7292 2.5632 -0.1360 0.1776 0.1508 0.5703
C 2.9423 2.9980 4.7574 -0.1197 -0.1301 0.0747 -1.4871
C 1.9241 3.1877 3.6432 0.3716 -0.0055 0.1528 0.3779
C 1.8155 4.6150 3.1097 -0.3422 0.0381 -0.1121 -0.5973
O 1.1427 5.4383 4.0393 0.1925 0.0321 0.0468 -0.4300
C 1.9671 6.2366 4.8968 -0.1131 -0.0013 0.0831 -0.6386
N 0.5555 2.8611 4.1712 -0.1301 0.0765 0.0391 -0.0380
H 2.6294 3.4839 5.6826 0.0115 0.0906 -0.0322 0.3751
H 3.0924 1.9390 4.9727 -0.0027 0.0052 -0.0132 0.4393
H 3.9031 3.4141 4.4635 0.0165 0.0084 -0.0398 0.3598
H 2.1269 2.4914 2.8301 -0.0502 0.0277 -0.0714 0.2362
H 1.2071 4.6098 2.2008 0.0061 0.0157 -0.0028 0.3343
H 2.7971 5.0082 2.8446 0.0878 -0.0623 0.0617 0.4474
H 2.9186 6.4750 4.4215 0.0051 -0.0094 -0.0450 0.3121
H 2.1506 5.7301 5.8463 0.0665 -0.0056 -0.0230 0.2684
H 1.4297 7.1597 5.0974 -0.0279 0.0003 -0.0355 0.2465
H 0.5390 2.0204 4.7453 0.0429 -0.0842 -0.0459 0.3768
H -0.1271 2.7488 3.4096 -0.1904 -0.1995 -0.1412 -0.1911
H 0.2406 3.6652 4.7293 0.0822 0.0365 -0.0122 0.4174

***

Record 2
14
Properties=species:S:1:pos:R:3:forces:R:3:nbo_charge:R:1 method="wB97M-V/def2-TZVPD" homo_ev=-2.790 fmax_ev_per_a=1.182 charge=-1 orbital_gap_ev=7.39
C -0.8800 -2.1934 0.8759 -0.0339 -0.0192 0.3925 -0.1871
O -0.9539 -1.1134 0.0703 -0.0141 0.1186 -0.1796 -0.9908
H -1.8173 -2.8039 0.9299 0.0580 -0.1328 -0.2339 0.0829
H -0.0571 -2.8950 0.5904 -0.1315 -0.1561 0.1076 0.0860
H -0.7040 -1.9773 1.9705 0.1617 0.1181 -0.1912 0.0755
N -0.3998 1.5604 0.0993 -0.1461 0.0492 1.0810 -0.9340
C 0.7057 1.4768 -0.7996 0.1123 -0.0464 -1.1754 -0.0331
N 1.6196 0.4304 -0.3926 0.1043 -0.4066 0.1397 -0.8708
H -1.0721 2.3047 0.0185 0.0894 0.0867 -0.4802 0.3364
H -0.8248 0.6183 0.2115 -0.0222 0.0686 -0.0255 0.4410
H 0.4240 1.1804 -1.8311 -0.1208 0.1565 0.1154 0.1270
H 1.2603 2.4164 -0.9215 -0.1943 0.1527 0.3238 0.1349
H 1.8314 0.5851 0.5913 -0.0211 -0.0045 -0.0285 0.3317
H 1.0159 -0.4053 -0.3863 0.1583 0.0151 0.1544 0.4004

***

Record 3
6
Properties=species:S:1:pos:R:3:forces:R:3:nbo_charge:R:1 method="wB97M-V/def2-TZVPD" homo_ev=-11.573 fmax_ev_per_a=0.352 orbital_gap_ev=12.28 smiles=O.O
O 20.1104 -7.2381 13.1894 -0.1638 0.2113 0.0073 -0.9443
H 20.6522 -7.7771 13.7658 0.0976 -0.1230 0.2172 0.4740
H 20.4773 -7.3769 12.3163 0.0689 -0.1342 -0.2970 0.4690
O 19.4310 -5.4261 10.7101 0.0401 -0.0450 -0.3470 -0.9389
H 20.2448 -5.3498 11.2083 0.1604 0.1626 0.1806 0.4658
H 18.8170 -5.8413 11.3156 -0.2033 -0.0717 0.2389 0.4744

***

Record 4
81
Properties=species:S:1:pos:R:3:forces:R:3:mulliken_charge:R:1 method="wB97M-V/def2-TZVPD" homo_ev=-2.355 fmax_ev_per_a=1.403 charge=-1 orbital_gap_ev=3.40
C 2.5284 -3.8920 1.0367 0.2581 0.2025 0.2006 -1.2026
C 3.5653 -2.8055 0.7249 -0.4010 -0.3933 0.0465 -0.2601
C 4.0063 -2.7852 -0.7261 0.2072 -0.1114 0.1189 -0.6662
N 2.8956 -2.6141 -1.6587 0.2998 0.2756 0.0365 -0.0447
C 2.3144 -1.3379 -1.6676 -0.2262 0.3216 -0.2234 -0.2074
O 3.0575 -0.3867 -2.4796 -0.0364 -0.0588 -0.1775 -0.5766
C 2.5787 0.9186 -2.2614 0.1275 -0.3042 0.0123 -1.1718
C 1.0361 0.9758 -2.1466 0.8854 0.9905 -0.4497 0.1734
C 0.5566 2.3682 -2.5662 0.1741 0.0073 0.3553 -0.8663
C 0.6063 3.3084 -1.3515 -0.3177 -0.0310 -0.7107 -1.3929
C -0.6445 3.2342 -0.4900 -0.1409 -0.5087 0.0158 1.1149
F -1.4808 4.2681 -0.7317 0.1181 -0.0155 0.0540 -0.3396
F -1.3561 2.0995 -0.7910 -0.0083 0.1420 0.0259 -0.3025
C -0.3847 3.0960 1.0309 0.2310 -0.4009 -0.0984 0.3715
F 0.2496 1.9082 1.2009 -0.0770 0.0675 0.0100 -0.2917
F -1.5613 3.0492 1.6665 0.0100 0.1707 -0.0277 -0.2934
C 0.5310 4.1932 1.6285 -0.2360 0.5553 -0.2693 0.8383
F 0.2805 5.3426 0.9399 0.1260 -0.1706 0.1644 -0.3366
F 1.8239 3.8784 1.4229 -0.2325 -0.0171 0.1384 -0.2952
C 0.2940 4.5663 3.1222 0.3232 0.2675 -0.0422 0.4141
F -0.9229 5.1155 3.2230 0.0285 -0.1473 -0.0147 -0.2685
F 1.2080 5.5200 3.4164 -0.1094 -0.0358 -0.0848 -0.3026
C 0.5094 3.4265 4.1415 0.5860 -0.2876 -0.1156 0.7775
F 1.8090 3.0559 3.9959 -0.3228 -0.0131 0.0944 -0.3022
F -0.2596 2.3588 3.8598 0.0832 0.3947 0.1231 -0.2844
C 0.3420 3.7894 5.6435 -0.1505 -0.2821 0.2219 0.4487
F 0.6210 2.6514 6.3162 0.0061 0.2319 -0.1587 -0.2770
F 1.2502 4.7186 5.9909 -0.1817 -0.0788 -0.1403 -0.2775
C -1.0474 4.2825 6.1486 0.0357 0.0943 0.6767 0.5892
F -1.2616 5.5594 5.7745 0.0680 -0.3797 -0.0133 -0.2589
F -0.9592 4.2560 7.5030 0.0401 0.0802 -0.3313 -0.2952
C -2.2867 3.4200 5.7902 -0.3093 0.0747 0.0636 0.6645
F -2.6146 3.5673 4.5045 0.0003 -0.1222 0.3193 -0.1947
F -2.0559 2.1329 6.0503 -0.1529 0.4043 -0.0742 -0.2282
F -3.3088 3.8508 6.5449 0.2838 -0.2432 -0.3273 -0.2666
N 0.5464 -0.1521 -2.9661 -0.5519 -0.6075 0.3858 0.3238
C -0.9104 -0.1787 -3.2992 -0.2385 0.3887 -1.1251 -1.5536
C -1.1687 0.3958 -4.7031 -0.5369 -0.4895 0.3625 -0.2550
C -2.4506 -0.1800 -5.2864 -0.2079 -0.5289 -0.9724 0.2413
O -2.4855 -0.7646 -6.3392 0.0145 0.7836 0.9451 -0.5281
O -3.5898 0.1058 -4.5920 0.1327 -0.2687 -0.3089 -0.4910
C 0.8888 -1.4316 -2.2186 0.5261 -0.5583 0.9733 0.1290
C -0.1004 -1.7016 -1.1220 -0.3109 1.1310 -0.1737 -0.9698
H 1.9120 -3.5824 1.8706 -0.2583 -0.0279 0.1281 0.2841
H 3.0191 -4.8114 1.3377 0.1086 -0.2508 -0.0738 0.4211
H 1.8613 -4.1072 0.2132 -0.1945 0.0428 -0.1526 0.2680
H 4.4483 -2.9911 1.3294 0.2466 0.1708 0.1192 0.4713
H 3.1772 -1.8390 1.0364 -0.0110 0.2661 -0.0281 0.2050
H 4.4615 -3.7494 -0.9281 0.0242 -0.2115 -0.2243 0.4774
H 4.7873 -2.0350 -0.8742 0.0983 0.1811 -0.0496 0.2826
H 3.1630 -2.8646 -2.6002 -0.1092 -0.2512 -0.0946 0.3149
H 2.2881 -0.9357 -0.6574 -0.0114 -0.0392 0.2756 0.1410
H 3.0306 1.3344 -1.3605 -0.0045 0.1744 0.2058 0.4065
H 2.9088 1.5026 -3.1142 0.0712 0.1837 -0.1699 0.4261
H 0.7767 0.8266 -1.1095 -0.4813 -0.5206 0.0648 0.3153
H 1.2400 2.7909 -3.2949 0.0776 -0.0495 -0.3140 0.5775
H -0.4261 2.3705 -3.0154 -0.2468 -0.0327 0.0463 0.0887
H 1.5047 3.0822 -0.7943 0.1125 0.1055 0.3240 0.4664
H 0.6734 4.3216 -1.7276 0.0894 0.3060 0.1977 0.5590
H 1.0828 -0.1776 -3.8300 0.0690 0.0955 -0.1330 0.5064
H -1.4695 0.3721 -2.5573 0.0677 0.0115 0.3803 0.4131
H -1.2479 -1.2081 -3.2939 0.1557 -0.3220 0.2175 1.0563
H -1.3138 1.4698 -4.6709 0.2617 0.2454 -0.1738 0.3947
H -0.3953 0.0988 -5.4001 0.2885 0.1472 -0.1206 0.3338
H -3.5146 -0.1695 -3.6722 -0.0269 0.0840 0.2702 0.4000
H 0.8635 -2.2621 -2.9195 -0.1576 0.0478 -0.3943 0.4986
H 0.2620 -2.4176 -0.3979 -0.0840 -0.5187 -0.0621 0.6150
H -0.3893 -0.8041 -0.5641 0.2937 0.2468 0.0750 -0.1675
H -0.9993 -2.1037 -1.5705 -0.1844 -0.6947 0.4792 0.2234
C -2.4144 -5.4154 1.1974 0.4698 0.4060 0.1733 -0.8954
C -3.4808 -6.2909 0.9345 -0.3338 -0.2483 -0.1942 0.3016
C -3.9464 -6.3440 -0.5489 0.1906 0.3083 -0.4984 0.4270
O -4.8254 -7.1248 -0.9078 -0.0988 -0.1315 0.2854 -0.7149
C -3.3224 -5.4440 -1.4850 -0.3041 -0.1483 -0.2283 -0.8848
C -2.2880 -4.5835 -1.1993 0.2718 0.0993 0.4032 0.4899
C -1.7596 -4.6021 0.2542 -0.2125 -0.3741 0.4997 0.6338
O -0.7742 -3.8859 0.5643 0.0859 0.1168 -0.1787 -0.6623
O -1.7233 -3.7764 -2.0026 -0.2088 0.0334 -0.5552 -0.7528
O -4.0625 -7.0074 1.7608 0.1192 0.1126 -0.0146 -0.7487
H -2.0300 -5.3398 2.2113 -0.0813 -0.1375 0.0289 0.3529
H -3.7270 -5.4803 -2.4935 0.0902 0.0438 -0.0188 0.3893